1.
This record from the OMol25 dataset describes a 18-piece molecular cluster, C60H166N10O28 overall in a non-equilibrium geometry. The level of theory is wB97M-V/def2-TZVPD.

## Properties
Kohn-Sham gap: 8.0 eV
Relative energy (zero: lowest compared OMol25 entry of this formula, charge and spin): 218.9 kcal/mol
Multiplicity: 1
LUMO: 0.17 eV
Electronic energy: -137121.3113 eV
HOMO level: -7.8 eV
Maximum force: 3.5 eV Å⁻¹

Structure (XYZ):
```
264
Properties=species:S:1:pos:R:3:mulliken_charge:R:1
O -0.40461 0.45623 4.99628 -0.07
O -2.62609 -1.65625 3.18896 -0.44
O 3.02577 -9.04364 1.03990 -0.32
O 0.82371 1.76043 1.22395 -0.49
O 5.43484 -5.63828 -0.09661 -0.45
O -0.34119 -3.21958 -0.87522 -0.26
O -4.39202 -1.66987 -8.99611 -0.36
O 2.23272 7.67020 1.67898 -0.06
O -2.61613 -0.78319 6.09221 -0.70
O 2.56817 -2.10165 3.41841 -0.22
O -1.31732 5.51711 4.13854 0.15
O 5.25037 -0.17628 -2.36475 -0.54
O 0.40809 -8.79485 -5.02500 -0.38
O 4.49127 3.25622 -0.57157 0.22
O -1.68448 -6.05807 2.53609 -0.58
O -1.58641 -9.96014 0.03459 -0.47
O 0.95577 -5.77693 5.70237 -0.30
O -3.53714 7.75081 0.29571 -0.30
O -5.47927 0.87298 -0.10264 -0.47
O -5.15498 0.99432 -2.81171 -0.59
O 5.10099 -1.25728 3.41243 -0.65
O -8.17719 4.48682 0.55894 -0.31
O -4.30340 -3.57616 -5.45851 -0.44
O 1.29162 9.87122 7.36353 -0.34
O 1.47218 4.73602 -4.12300 -0.47
O 0.24228 0.96691 -3.61160 0.25
O -2.08937 -3.76703 1.57318 -0.56
O 3.74894 -3.77977 -4.72793 -0.65
N 1.47119 -8.80297 -1.90217 -0.04
N 0.09714 -2.28591 4.74189 -0.07
N -3.27853 -1.23437 -6.45549 -0.14
N 0.66408 6.44357 6.25932 -0.08
N 1.39797 -0.83540 0.83640 0.48
N 4.10938 -6.40208 2.18504 -0.33
N 4.42200 4.94835 -3.47669 -0.31
N -0.61398 8.25307 0.65024 0.38
N 2.69326 -0.73504 -4.83477 -0.18
N -5.34599 3.71961 -0.26521 -0.25
C -0.56480 -8.18609 -5.91062 -0.59
C 0.92811 6.36180 4.87738 -0.90
C -9.36219 4.97293 -0.11192 -0.81
C 2.14534 -8.58790 -3.25003 -1.07
C 0.92370 -3.11245 -0.27036 -0.78
C -0.29643 -3.78826 -2.23012 -0.90
C -3.79927 -1.27393 -5.15212 -0.41
C -3.58852 -0.55268 -8.79767 -0.69
C 3.25631 5.56203 -2.73278 -0.85
C -4.18540 2.92494 0.09338 -0.69
C -5.76968 4.60816 0.79027 -0.39
C -2.01602 5.38458 5.37548 -0.94
C 0.27068 -0.08875 -4.58661 0.10
C 4.71350 -4.62792 0.53503 0.61
C -3.56466 -2.63586 -4.56870 -0.20
C -2.54666 7.06898 -0.49973 -0.13
C 4.95459 0.12574 -0.94337 -0.49
C 0.93343 -0.00596 5.18645 -0.52
C 1.92174 4.91773 -2.82218 1.40
C 4.31310 -1.05100 -3.00319 -0.10
C -4.01435 9.14470 -0.13919 -0.84
C 0.15475 -9.40082 -1.77055 -0.73
C 5.50759 3.72948 -1.40699 -1.24
C -4.10187 -5.03374 -5.35699 -0.77
C 3.23657 -0.17156 -3.56653 0.71
C -2.31725 -9.35408 1.04639 -0.60
C 5.62899 -5.31068 -1.42649 -0.76
C -7.09961 5.41908 0.65105 -0.76
C 1.83563 -6.53105 6.56310 -0.89
C -4.58955 1.60439 0.77137 -0.42
C 0.05336 -0.58071 1.40489 1.63
C -0.40015 1.83472 4.79727 -1.11
C -0.42495 6.63576 4.08165 1.08
C -3.76624 -0.09312 -7.31975 -0.73
C -6.16402 -0.12883 0.58729 -0.95
C 0.47249 9.15544 0.72545 -1.33
C -0.12731 -3.60078 5.29521 -0.54
C 1.22184 -7.88451 -4.29594 -0.04
C 1.40347 -1.65430 -0.39828 1.75
C 2.38206 -8.15200 1.89227 -0.57
C 4.58530 -5.07396 1.99340 -0.69
C -1.20563 7.83516 -0.62864 -0.69
C 0.59287 8.90861 6.52796 -0.03
C -0.35946 0.85375 1.14830 -0.04
C 1.08119 -4.35815 5.88385 -0.49
C 0.10574 4.42466 -4.11608 -0.59
C 0.76888 -1.38068 5.77548 -1.34
C 4.77275 3.30061 0.76702 -0.86
C 0.52148 3.05285 0.68939 -0.43
C -0.39637 -9.34402 -0.25100 0.24
C 1.57361 0.05177 -5.47588 -1.06
C 2.70551 -6.65555 1.81643 0.10
C 2.97766 -10.43778 1.46556 -0.93
C 0.95796 11.19006 7.03237 -0.77
C -0.89505 0.86352 -2.76091 -0.20
C 3.56229 7.22651 1.50150 -0.46
C 1.85774 8.60200 0.60414 -0.18
C 1.30033 7.58653 6.95215 -0.81
C 5.03620 3.72772 -2.95005 -0.16
C -3.71630 -2.82885 -9.43768 -0.79
H -3.01232 -0.54507 5.25402 0.31
H 4.83209 -1.59482 -3.79250 0.12
H -0.31900 7.54339 1.30556 -0.31
H 0.33221 9.97003 0.01491 0.51
H 5.91461 3.41247 -3.51318 0.43
H -1.23527 -3.68909 1.14811 0.16
H 2.15741 -2.01942 2.55774 0.04
H -4.25411 -5.27483 -4.30494 0.29
H -2.86287 4.73321 5.15946 0.23
H 3.06534 6.57586 -3.08459 0.43
H 4.27846 2.94649 -3.01007 -0.18
H 2.44968 -0.17603 -2.81229 -0.36
H 1.45642 0.55786 5.95890 0.58
H 4.30846 2.54494 1.40066 0.17
H 2.92458 -3.39069 -5.01997 0.32
H -1.44636 2.13254 4.72765 0.26
H -4.83491 0.10721 -7.24290 0.37
H 0.13278 -10.41817 -2.16122 0.25
H 2.57942 9.41883 0.61123 0.41
H -0.37011 -8.26157 -0.12571 0.25
H 5.91720 4.68576 -1.08166 0.48
H 4.28981 4.19556 1.15936 0.08
H 5.47080 -5.02202 2.62688 0.30
H 4.69561 -5.05233 -1.92666 0.30
H -6.16084 3.13482 -0.38408 0.29
H -3.05867 -10.13113 1.23238 0.29
H -1.29758 -3.82631 -2.65950 0.20
H 4.25673 4.91399 -4.47248 0.35
H -0.53003 7.28683 -1.28515 -0.10
H -5.55919 -0.89004 1.08006 0.27
H 1.83580 -2.21746 4.02377 0.13
H 0.18873 2.11806 3.92489 0.26
H -3.12732 9.77787 -0.15859 0.28
H 0.84781 9.01664 5.47371 0.06
H 1.72884 0.10462 0.67217 -0.04
H -5.21099 0.92498 -1.85867 0.55
H -5.53160 0.17564 -3.13444 0.32
H -3.38674 -0.46447 -4.54988 0.12
H 1.62780 11.76549 7.67134 0.29
H -2.50911 -0.70384 -8.80877 0.32
H 1.88334 -7.37237 -4.99467 0.57
H 3.75600 6.79398 0.51992 -0.10
H -0.14894 3.02892 -0.16973 0.01
H 2.41727 -1.59115 -0.79365 -0.60
H 1.90860 3.96421 -2.29422 0.05
H 0.85174 5.50651 6.58613 0.27
H 4.74266 -6.89682 1.57325 0.37
H 6.41544 -4.56290 -1.52857 0.26
H -4.77647 -5.48279 -6.08593 0.26
H -3.68252 1.01559 0.90816 0.27
H -0.17520 -8.16092 -6.92830 0.29
H 1.32467 -8.28696 1.66463 -0.09
H -0.98719 1.78935 -2.19305 -0.19
H -4.99025 1.82285 1.76123 0.46
H 2.00129 -10.91276 1.56152 0.30
H 2.82227 -6.14336 6.81672 0.37
H 5.73425 0.86369 -0.75454 0.18
H -2.71418 -3.05605 -9.07401 0.33
H -0.48863 8.80983 6.62123 0.32
H 5.07712 -3.60262 0.46698 0.43
H -0.85576 0.88492 0.17834 -0.13
H 1.52097 -0.01626 4.26842 0.25
H 0.36795 -9.81210 0.36933 -0.11
H -4.44602 9.22612 -1.13676 0.34
H -3.87392 0.20797 -9.52435 0.46
H -3.70576 -2.09164 -6.77590 0.37
H 1.47473 -0.55069 -6.37886 0.48
H 0.04052 -0.85276 2.46031 -1.64
H 0.67706 -7.09520 -3.77796 -0.10
H 4.25543 8.06737 1.52642 0.40
H -2.38437 -6.43461 3.06957 0.25
H 4.04392 0.62964 -0.61954 0.09
H 1.97843 -6.09540 2.40439 0.16
H -0.15593 4.20187 -5.15048 0.30
H -3.71486 2.74145 -0.87255 0.07
H 3.32713 -0.61392 -5.61171 0.31
H 2.41471 -9.56297 -3.65594 0.33
H -1.90070 0.85453 -3.18125 0.22
H -0.05508 6.89422 3.08943 -1.29
H -2.53466 -2.99211 -4.58552 -0.04
H 1.79387 1.09003 -5.72407 0.32
H -0.90201 -6.55018 2.78469 0.19
H 2.07390 -4.15261 5.48339 0.22
H -5.02863 5.39895 0.90683 0.29
H 5.22512 -0.79064 -0.41882 0.44
H 1.35621 -6.84820 7.48921 0.32
H -4.75772 9.63270 0.49118 0.28
H -9.84688 5.78890 0.42416 0.31
H 2.55654 -8.35193 2.94948 0.74
H 3.89978 -1.74637 -2.27263 0.10
H 2.24276 -7.37912 6.01253 0.26
H 4.31470 -3.03076 -4.54047 0.26
H -0.68188 -1.25050 0.95890 0.00
H -4.47191 -3.59579 -9.26749 0.21
H 3.40318 -11.17088 0.78029 0.30
H 2.38322 7.65341 6.84743 0.28
H -3.09452 -5.17234 -5.74959 0.30
H 3.42929 0.89902 -3.63603 -0.09
H 0.83623 -1.02212 -1.08144 -0.83
H -1.42243 -8.85870 -5.92403 0.26
H 3.75832 -4.67885 0.01242 -0.41
H -0.87362 -2.00727 4.75097 0.03
H 3.19723 -8.33506 -3.11700 0.53
H 5.83683 3.38420 0.98800 0.46
H -1.15706 1.14229 1.83290 0.74
H -10.05859 4.23602 -0.51202 0.29
H -0.47521 5.27975 -3.77052 0.36
H -1.46564 4.91984 6.19352 0.25
H 2.42795 -6.47552 0.77785 0.03
H -0.87657 -7.20788 -5.54456 0.17
H -7.08871 6.13495 -0.17084 0.39
H 5.98456 -6.29389 -1.73466 0.30
H -1.82612 -0.24536 6.14564 0.35
H -2.34101 6.37582 5.69156 0.37
H 1.94233 8.06286 -0.33940 0.15
H -0.10581 11.42758 7.02313 0.29
H -0.99530 -3.50672 5.94778 0.55
H 1.18060 -4.02206 6.91596 0.35
H 0.13319 3.83028 1.34737 0.19
H -0.51952 -4.29154 4.54880 0.14
H 1.29533 5.33698 4.82261 0.49
H -6.81188 -0.60838 -0.14649 0.32
H 1.22142 5.60906 -2.35344 -0.61
H 0.21985 -3.18349 -2.97565 0.10
H -3.50292 3.52996 0.69026 0.48
H 1.75380 -3.73252 -0.60880 0.44
H 0.09186 -4.80417 -2.30263 0.47
H -4.86225 -1.03352 -5.17156 0.35
H 0.80641 -3.46440 0.75457 0.28
H 1.91323 -8.57098 -1.02417 0.21
H -2.13512 -4.68094 1.85409 0.25
H 4.19324 -1.50069 3.59404 0.35
H -6.91845 0.36264 1.20162 0.32
H -0.04771 2.38281 5.67104 0.52
H -2.33937 6.13958 0.03070 0.00
H 3.86723 -4.41037 2.47519 0.02
H -3.30713 -2.08125 3.71029 0.21
H -0.53432 -8.93273 -2.47352 0.30
H 3.82441 6.55338 2.31776 0.24
H 1.77265 -1.70264 6.05275 0.53
H -2.71810 -8.40675 0.68587 0.27
H 0.45202 9.76524 1.62867 0.39
H -0.71129 -0.02333 -2.15443 -0.11
H -3.89476 -2.48867 -3.54036 0.51
H -0.91523 7.56814 4.36163 0.35
H -1.39977 8.75790 -1.17541 0.59
H 5.59944 -1.62974 4.13979 0.28
H -3.21846 0.83663 -7.16607 0.37
H 1.01884 7.30486 7.96681 0.39
H 0.16271 -1.09586 -4.18391 -0.19
H -2.49869 -2.23857 2.44003 0.26
H 3.56025 5.83345 -1.72181 -0.22
H -3.66453 -2.62665 -10.50750 0.39
H 1.36740 11.39686 6.04359 0.30
H 1.66234 7.04214 4.44594 0.20
H -7.32031 6.06076 1.50406 0.39
H 6.32311 3.01036 -1.33021 0.66
H 1.49757 3.46177 0.42840 0.10
H 0.09821 -1.23521 6.62233 0.61
H 3.62538 -10.51099 2.33917 0.38
H -0.03308 3.48364 -3.58381 0.09
H -0.58276 0.12190 -5.23109 0.27
H -5.63282 4.07651 1.73193 0.30
H -8.99798 5.45874 -1.01715 0.33
H -2.96918 6.94201 -1.49645 0.40
H -1.66372 -9.16581 1.89818 0.22
```

2.
This record from the OMol25 dataset describes a 12-piece molecular cluster, C52H68N4O24 overall in a non-equilibrium geometry. The level of theory is wB97M-V/def2-TZVPD.

## Properties
Kohn-Sham gap: 9.6 eV
Relative energy (zero: lowest compared OMol25 entry of this formula, charge and spin): 0.0 kcal/mol
Multiplicity: 1
LUMO: 0.12 eV
Electronic energy: -110127.9348 eV
HOMO level: -9.5 eV
Maximum force: 5.2 eV Å⁻¹
Structure (SMILES): C[C@H]1COC(=O)O1.C[C@H]1COC(=O)O1.C[C@H]1COC(=O)O1.C[C@H]1COC(=O)O1.C[C@H]1COC(=O)O1.C[C@H]1COC(=O)O1.C[C@H]1COC(=O)O1.C[C@H]1COC(=O)O1.c1ccncc1.c1ccncc1.c1ccncc1.c1ccncc1

Structure (XYZ):
```
148
Properties=species:S:1:pos:R:3:mulliken_charge:R:1
O -3.12427 -0.20815 -4.08442 -0.02
O -5.68095 4.47359 1.46460 -0.54
O 0.24379 4.67680 -2.76829 -0.41
O -5.12150 -2.65032 -0.49450 -0.57
O 0.37864 -5.53955 1.25070 -0.33
O 3.78438 5.45925 0.19470 -0.47
O -1.16283 -4.58559 -0.04376 -0.50
O -3.49555 4.35897 1.48785 -0.49
O 3.38274 3.30801 -0.19898 -0.44
O -3.29977 1.92354 -4.74268 -0.58
O -2.17079 -1.30998 7.00685 -0.40
O 6.53479 -1.66675 0.65109 -0.59
O 2.43524 4.40841 1.51253 0.25
O -4.63573 2.93448 2.75352 -0.37
O 5.15910 0.04043 1.24640 0.05
O -0.77994 3.64313 -1.10780 0.17
O 5.78895 -1.45414 2.79689 -0.39
O -4.69417 -0.47185 -0.47391 0.08
O -5.75747 -1.30789 1.27194 -0.46
O -3.75694 0.23356 -6.14974 -0.39
O 0.04992 -6.37085 -0.80169 -0.51
O -2.33600 -2.05519 4.94723 -0.28
O 0.64878 5.34013 -0.61529 -0.62
O -3.62346 -0.35916 5.61269 -0.43
N -1.20184 0.84935 0.06885 0.41
N -0.50678 -3.79795 -5.16056 -0.45
N 4.10117 -1.33702 -3.16518 -0.18
N 2.42626 -2.74492 2.25473 0.35
C 0.00013 -1.85628 4.81118 -1.17
C 3.91979 0.99484 -3.86798 -0.58
C 5.42258 0.34378 -2.10549 -0.45
C 2.36770 5.98509 3.33499 -1.70
C -3.79641 -1.24523 -6.03610 -0.46
C 4.86984 0.67967 2.52356 0.34
C 1.06898 -3.98459 -3.29512 0.26
C 5.05414 -0.99006 -2.29712 -0.36
C 4.96395 -0.51093 3.46086 -0.29
C 3.20845 4.31172 0.45713 0.32
C -1.30660 -0.21219 -0.74229 0.31
C 4.91423 1.34593 -2.90866 -0.24
C -5.29769 -0.01427 1.67741 -0.04
C 3.34318 6.54106 1.06131 -0.49
C 0.15767 2.88488 -4.44039 -1.33
C 3.52059 1.29729 2.41832 -0.05
C 1.84281 -3.82572 -5.58703 -0.42
C 3.04667 -3.90002 2.43981 -0.68
C -2.54203 3.38434 1.99955 1.89
C -4.86106 -1.88030 -3.82999 -1.36
C 5.88490 -1.03711 1.48439 0.50
C -2.79089 -1.10950 5.84343 0.54
C -0.22132 -5.61968 0.05134 0.41
C -1.00136 -3.68016 1.09588 2.81
C 2.18424 -3.93504 -4.19451 -0.27
C -3.59391 -1.44339 -4.54905 1.35
C 3.71102 -4.07493 0.16945 -0.87
C -1.11806 -2.65264 5.40682 0.57
C -3.35132 0.73876 -5.00029 0.39
C -6.18392 1.38228 -0.27530 -1.68
C 0.11338 4.57908 -1.43197 0.32
C 2.38354 -2.24651 1.00300 -1.43
C -4.99858 0.67805 0.36518 1.71
C -1.25728 -2.46023 6.94643 -0.54
C 0.53902 -3.75121 -6.00355 -0.35
C -3.29262 2.70169 3.15522 -0.04
C 2.21915 5.79578 1.89985 0.86
C -5.19143 -1.57935 0.05293 0.35
C -4.72224 3.91492 1.81594 0.47
C 3.09200 -2.84263 -0.06652 -0.06
C -1.27045 4.16615 2.30661 -1.91
C 0.97587 -0.01476 -1.41269 0.50
C -0.22412 -3.91127 -3.89581 -0.50
C -0.36467 -4.62733 2.04161 -0.25
C 3.65744 -4.68403 1.44059 -0.89
C 0.01555 1.41911 0.22587 -0.54
C -0.56876 3.69794 -3.39522 1.03
C -1.10139 2.88646 -2.25272 0.20
C 1.18573 0.98432 -0.45530 0.72
C -0.25581 -0.68579 -1.54060 -0.26
C 3.55362 -0.38191 -3.92709 -0.43
C -2.29972 -3.13983 1.50848 -1.08
H -4.63556 -2.10643 -2.82487 0.23
H 2.86568 7.19720 0.34056 0.30
H 3.17021 -2.40560 -1.05008 0.72
H 0.86389 2.15772 -3.99147 0.10
H 2.75095 -0.71354 -4.60773 0.45
H 1.73286 -1.42188 0.84408 1.27
H -2.97242 3.15939 4.05058 0.39
H -1.69728 -3.30012 7.47103 0.28
H 0.29919 -4.17247 2.79884 -0.09
H 0.05562 2.23864 0.93823 -0.39
H -1.10712 -3.84645 -3.24816 0.71
H 2.60580 -3.86001 -6.34423 0.42
H -5.31735 -2.77016 -4.26019 0.43
H -2.75155 -2.11590 -4.37155 -0.54
H -0.31329 -2.22204 7.37795 0.34
H -1.14683 -5.16563 2.55766 0.41
H -1.09037 -3.70365 5.08391 0.27
H 4.02634 -1.03839 3.55618 0.00
H 2.14597 1.48150 -0.42794 -0.04
H 1.12396 -4.12564 -2.21453 0.11
H -0.63790 1.87410 -2.27178 -0.57
H 4.17262 7.04891 1.64154 0.28
H 0.31699 -3.68320 -7.13591 0.25
H 1.24007 6.05149 1.53541 0.06
H -0.16932 -1.74889 3.75570 0.02
H -4.71293 -1.64142 -6.45677 0.32
H 4.06625 -5.67487 1.68796 0.44
H 3.00966 -4.31618 3.43991 0.44
H -0.39527 -1.55595 -2.20167 -0.26
H -0.03227 -0.85133 5.26930 0.52
H -4.18407 1.36097 0.27752 -0.91
H 2.83029 0.54892 1.93133 -0.31
H -2.46813 2.71019 1.15193 -0.47
H 5.27364 -0.29509 4.48640 0.39
H -5.91017 1.77421 -1.27421 0.31
H -2.15967 2.74743 -2.20355 0.26
H 5.49964 -1.83616 -1.71138 0.50
H -1.35472 4.27745 -3.88033 0.19
H 3.21404 1.57497 3.45277 0.49
H -5.71036 -1.14920 -3.76143 0.34
H -6.98625 0.67379 -0.43886 0.46
H -0.37628 -2.82468 0.88025 -1.16
H -6.58270 2.25568 0.28433 0.34
H -1.08550 4.84320 1.49391 0.23
H 6.15178 0.61908 -1.37874 0.45
H -6.14868 0.47482 2.13485 0.37
H -2.26142 -0.69964 -0.84078 0.07
H 1.61637 5.40524 3.89465 0.32
H 1.04353 -2.16970 5.04318 0.30
H -4.47362 -0.08835 2.39923 0.04
H 3.32684 5.66851 3.73514 0.38
H 3.49249 1.66932 -4.61578 0.49
H 1.80002 -0.20026 -2.04331 -0.67
H -2.95067 -1.57475 -6.67640 0.26
H 4.18946 -4.62220 -0.62240 0.52
H 3.25474 -3.98898 -3.91485 0.24
H -3.07173 -3.75813 1.93196 0.57
H -0.45236 2.33817 -5.14515 0.34
H -1.46392 4.84240 3.15780 0.54
H 2.16078 7.01829 3.57278 0.42
H -2.08138 -2.50864 2.37402 0.13
H 0.85060 3.52367 -5.02911 0.42
H -0.39741 3.53845 2.50423 0.33
H 5.23803 2.34210 -2.66223 0.39
H 5.74548 1.29214 2.74250 0.43
H -2.66799 -2.50683 0.72658 -0.37
H -3.08810 1.64183 3.16200 0.08
H 3.53058 2.10596 1.71896 -0.58
```